Record 1
Density functional theory data (wB97M-V/def2-TZVPD) for C41H43BN8P2S4Ta as an isolated structure.

Geometry (Å):
Ta 0.24607 0.50617 -0.09420
C -1.33829 5.43984 -1.74919
S 0.44474 5.18091 -1.71107
C 0.60882 3.50995 -1.31590
S -0.79993 2.49089 -1.11361
N 1.82892 3.07959 -1.21272
N 1.93158 1.75868 -0.91050
C 3.12119 1.27543 -0.87701
C 3.24807 -0.11416 -0.49963
C 4.46436 -0.76501 -0.46322
C 4.49882 -2.10883 -0.13035
C 3.30343 -2.76459 0.12143
C 2.12249 -2.05303 0.07537
N 2.07923 -0.73651 -0.19711
H -1.44768 6.49870 -1.97921
H -1.79243 5.23956 -0.78166
H -1.80959 4.85557 -2.53551
H 3.97373 1.89741 -1.12624
H 5.36786 -0.21898 -0.69988
H 5.44145 -2.63806 -0.08367
H 3.27646 -3.81995 0.35184
H 1.18001 -2.54593 0.24469
C -2.42041 -0.31036 -3.93410
N -1.61565 -0.34009 -2.69226
P 0.08907 -0.30275 -2.66015
C 0.76659 -1.98513 -2.77304
C 0.15100 -3.07557 -2.16629
C 0.76274 -4.32433 -2.17852
C 2.01278 -4.48221 -2.75675
C 2.66172 -3.38434 -3.31090
C 2.04574 -2.14164 -3.32245
C 0.64291 0.47359 -4.18430
C 0.59895 -0.31670 -5.34243
C 0.93792 0.22790 -6.56726
C 1.33884 1.55763 -6.65093
C 1.39396 2.34087 -5.50831
C 1.04192 1.80456 -4.27739
P -2.21990 -0.21249 -1.12099
C -3.55749 0.97845 -0.86064
C -3.51755 1.84769 0.22686
C -4.61561 2.63800 0.53186
C -5.75899 2.56924 -0.25089
C -5.82182 1.67616 -1.31546
C -4.73794 0.86473 -1.60297
C -3.11551 -1.73885 -0.75791
C -3.81881 -1.81387 0.45064
C -4.59360 -2.92545 0.72906
C -4.70050 -3.95447 -0.20327
C -4.02632 -3.87260 -1.41207
C -3.22967 -2.76738 -1.68974
H -2.63101 -1.31244 -4.30421
H -1.88307 0.24564 -4.69647
H -3.35233 0.21216 -3.74398
H -0.81658 -2.96869 -1.69439
H 0.25181 -5.17632 -1.74735
H 2.48159 -5.45725 -2.78028
H 3.63690 -3.50389 -3.76479
H 2.54965 -1.30393 -3.78663
H 0.30202 -1.35736 -5.28939
H 0.89509 -0.38459 -7.45770
H 1.61312 1.97865 -7.60899
H 1.71517 3.37197 -5.56930
H 1.09989 2.43211 -3.40310
H -2.63664 1.90505 0.85463
H -4.58380 3.30737 1.38028
H -6.61179 3.19247 -0.01749
H -6.72566 1.59422 -1.90363
H -4.83328 0.11473 -2.37757
H -3.77700 -1.00364 1.16994
H -5.13771 -2.98178 1.66242
H -5.32722 -4.81052 0.00867
H -4.13237 -4.65729 -2.14915
H -2.72643 -2.70290 -2.64435
C -1.16037 3.47282 3.27377
N -0.51730 2.26184 3.78198
C -0.74963 1.71458 5.02780
C 0.08646 0.65582 5.14909
N 0.82199 0.55598 3.98861
B 1.94657 -0.49304 3.71074
N 1.23543 -1.85130 3.28016
C 1.64010 -3.06094 3.78749
C 0.84856 -4.03049 3.26278
N -0.04399 -3.40232 2.43139
C -1.11087 -4.06156 1.67571
C 0.21502 -2.07558 2.45898
S -0.79340 -1.02343 1.49056
C 0.43743 1.54091 3.17819
S 1.19599 1.91370 1.65688
H -0.81542 4.33738 3.83649
H -2.23853 3.37701 3.38074
H -0.90234 3.60149 2.22578
H -1.46512 2.13700 5.71145
H 0.23675 -0.02109 5.97189
H 2.51718 -0.73232 4.73499
H 2.66189 -0.12069 2.82092
H 2.44480 -3.12491 4.49855
H 0.82857 -5.09450 3.42358
H -1.01958 -5.13274 1.82669
H -1.02072 -3.83294 0.61319
H -2.08616 -3.72771 2.02389

## Properties
Lowest unoccupied orbital energy in eV: -9.421
DFT total energy in Ha: -4382.8934
HOMO-LUMO gap in eV: 6.46
Total charge: +3

---

Record 2
Density functional theory data (wB97M-V/def2-TZVPD) for a 10-piece molecular cluster, C13H43NO12 overall in a non-equilibrium geometry.

Geometry (Å):
C -34.19945 0.42745 -1.23304
O -34.85524 -0.68622 -1.20842
O -34.70041 1.46149 -0.62108
O -33.09246 0.55505 -1.88529
C -34.23543 1.90031 -6.07538
C -35.28745 1.26101 -5.18385
C -36.64079 1.01845 -5.82075
O -37.15338 2.23851 -6.31324
C -38.43637 2.09166 -6.87732
N -34.77309 0.04009 -4.54868
H -33.91786 1.23370 -6.88375
H -33.34096 2.20053 -5.53029
H -34.64593 2.81042 -6.52472
H -35.49132 2.00305 -4.39538
H -37.32221 0.60439 -5.06765
H -36.54082 0.26703 -6.62140
H -38.33074 1.53920 -7.81670
H -38.86716 3.07669 -7.03568
H -39.07795 1.53518 -6.18534
H -34.14761 0.38086 -3.80830
H -35.50374 -0.41259 -3.99686
C -31.17782 2.78919 -0.00560
O -30.76599 1.79667 -0.91670
H -31.19164 3.78379 -0.45943
H -32.20479 2.56539 0.30210
H -30.56271 2.76768 0.89550
H -31.55542 1.44482 -1.38646
C -37.59471 1.97038 -1.98985
O -37.41414 1.60927 -0.62390
H -37.01570 2.88680 -2.15776
H -37.23222 1.16626 -2.64007
H -38.65151 2.13451 -2.20716
H -36.44415 1.38928 -0.56599
C -35.77452 1.01824 2.67666
O -34.71731 1.80714 2.14203
H -36.49650 0.79535 1.88437
H -35.38048 0.07461 3.06395
H -36.27402 1.64248 3.42170
H -34.71512 1.69941 1.16576
C -36.22619 -2.74029 1.10352
O -35.10484 -2.98180 0.29770
H -35.96212 -2.26837 2.05711
H -36.91206 -2.04904 0.59799
H -36.78685 -3.65358 1.31304
H -34.88013 -2.13888 -0.15657
C -32.33590 -3.00552 -1.37586
O -31.54698 -1.89948 -1.71918
H -31.77837 -3.93668 -1.51061
H -32.51360 -2.97814 -0.28978
H -33.31503 -3.07624 -1.85015
H -32.07812 -1.07700 -1.72394
C -36.41961 -3.16111 -2.89366
O -36.69615 -1.77575 -2.83651
H -36.90712 -3.62223 -3.75354
H -35.33286 -3.27955 -2.96140
H -36.79675 -3.64284 -1.98353
H -36.19091 -1.35692 -2.09486
C -33.75819 4.09740 -2.93614
O -33.93104 4.03313 -1.51340
H -33.29951 5.05040 -3.19470
H -33.13426 3.24922 -3.24076
H -34.75007 3.98921 -3.39580
H -34.20219 3.10955 -1.31257
C -31.24576 -0.25970 -4.80610
O -31.34853 0.92972 -4.03103
H -32.23548 -0.70637 -4.91416
H -30.81521 -0.00587 -5.77997
H -30.57837 -0.98595 -4.32752
H -32.10863 0.82165 -3.41677

## Properties
Lowest unoccupied orbital energy in eV: 4.502
DFT total energy in Ha: -1478.7441
HOMO-LUMO gap in eV: 7.13
Total charge: -2

---

Record 3
Density functional theory data (wB97M-V/def2-TZVPD) for one molecule with the formula C21H29N3O3.

Geometry (Å):
C 6.49797 1.24704 -0.70658
O 5.42536 2.14917 -0.61936
C 4.18728 1.66960 -0.29231
C 3.16737 2.61050 -0.20933
C 1.88257 2.22592 0.11890
C 1.58680 0.89339 0.36625
N 0.32248 0.41633 0.71595
C -0.87669 1.07325 0.62023
O -0.98041 2.25786 0.36217
N -1.98494 0.29420 0.84920
C -3.27355 0.96195 0.85339
C -4.02712 0.76840 -0.46499
C -5.46339 1.29885 -0.42271
C -5.49848 2.81290 -0.23199
C -6.19152 0.91785 -1.71106
C -1.97475 -1.12712 1.14558
C -1.53835 -1.41274 2.58750
C -1.19013 -1.94054 0.13207
C -1.09304 -1.54018 -1.19972
C -0.37790 -2.33093 -2.08006
C 0.20078 -3.50157 -1.61333
C 0.02568 -3.82307 -0.27808
N -0.64541 -3.06708 0.57175
C 2.61634 -0.05949 0.27908
O 2.23918 -1.35966 0.53582
C 3.21912 -2.36424 0.50464
C 3.90580 0.32799 -0.04641
H 7.36827 1.84800 -0.96627
H 6.33434 0.49672 -1.48807
H 6.68217 0.74288 0.24851
H 3.40139 3.64418 -0.40317
H 1.09046 2.95236 0.17988
H 0.32173 -0.57796 0.88710
H -3.86911 0.57976 1.68878
H -3.07601 2.02259 1.01282
H -4.05538 -0.29879 -0.70502
H -3.47610 1.27756 -1.25807
H -5.98223 0.82718 0.42068
H -5.08576 3.09699 0.73173
H -6.52316 3.17494 -0.28258
H -4.92100 3.30453 -1.01129
H -6.19549 -0.16130 -1.85001
H -7.22271 1.26234 -1.68341
H -5.70164 1.37282 -2.56919
H -3.01699 -1.46082 1.04874
H -0.52393 -1.07007 2.76961
H -2.20363 -0.89956 3.27771
H -1.58079 -2.48155 2.77112
H -1.55494 -0.62234 -1.52735
H -0.27395 -2.03916 -3.11509
H 0.76830 -4.14513 -2.26722
H 0.44061 -4.73153 0.14068
H 4.01311 -2.17545 1.23445
H 2.69959 -3.28450 0.76748
H 3.65706 -2.46906 -0.49372
H 4.68608 -0.41158 -0.11124

## Properties
Lowest unoccupied orbital energy in eV: 0.644
DFT total energy in Ha: -1207.6161
HOMO-LUMO gap in eV: 8.06
SMILES: COc1ccc(NC(=O)N(CCC(C)C)[C@H](C)c2ccccn2)c(OC)c1